Record 1
{
  "formula": "C6H43N2O13",
  "method": "ωB97M-V with the def2-TZVPD basis set",
  "symbols": ["C", "C", "C", "C", "C", "C", "N", "N", "H", "H", "H", "H", "H", "H", "H", "H", "H", "H", "H", "H", "H", "H", "H", "H", "H", "H", "H", "O", "H", "H", "O", "H", "H", "O", "H", "H", "O", "H", "H", "O", "H", "H", "O", "H", "H", "O", "H", "H", "O", "H", "H", "O", "H", "H", "O", "H", "H", "O", "H", "H", "O", "H", "H", "O"],
  "xyz": [[2.73369, 3.13884, -0.29806], [1.57402, 2.25311, -0.80266], [0.84190, 1.46809, 0.28884], [-0.44537, 2.03175, 0.97697], [-1.57580, 2.20076, -0.00471], [-2.42912, 0.96708, -0.33262], [-2.91773, 0.35043, 0.93945], [2.23630, 1.21816, -1.80972], [2.35847, 4.17100, -0.24503], [2.97639, 2.72775, 0.69436], [3.64999, 3.21696, -0.87648], [0.91018, 2.72445, -1.53292], [0.47781, 0.53878, -0.20614], [1.52635, 1.20788, 1.12221], [-0.18399, 2.99437, 1.39086], [-0.58573, 1.31440, 1.78197], [-1.06165, 2.64711, -0.87725], [-2.34196, 2.96464, 0.23662], [-3.24865, 1.33598, -0.96335], [-1.89347, 0.21257, -0.93579], [-2.33623, -0.47757, 1.05311], [-3.86847, 0.01618, 0.77518], [3.20564, 0.85112, -1.70235], [2.25137, 1.65405, -2.72822], [1.87757, 0.25807, -1.85261], [-3.18048, 2.25120, -3.50152], [-3.18465, 1.02677, -4.51572], [-3.23808, 1.29293, -3.59629], [2.09251, -2.50008, -0.46882], [0.74740, -3.11778, -0.75159], [1.59701, -2.95331, -1.18512], [-1.51932, -1.02612, -3.21119], [-0.99472, -1.68158, -1.96460], [-0.69548, -1.11366, -2.70590], [1.61206, -1.46751, -2.75094], [2.98784, -1.78158, -3.38006], [2.50241, -1.11659, -2.88945], [-3.20070, -0.66313, 3.57194], [-3.19508, -0.10707, 5.01630], [-3.10060, -0.91463, 4.50614], [-1.49946, -4.11022, -1.41872], [-1.00782, -3.47901, -0.04361], [-1.22456, -3.29991, -0.98067], [3.84432, -2.09734, 0.89150], [2.50629, -1.91568, 1.60891], [3.03130, -1.58624, 0.81004], [-0.57614, -3.87996, 2.17951], [0.18275, -2.69263, 1.71711], [-0.73094, -3.03444, 1.72767], [-0.03225, 0.63756, -3.09771], [-0.42062, 2.08814, -3.71780], [0.24628, 1.54779, -3.29777], [1.01022, -0.39769, 4.61391], [0.38318, -1.74250, 4.30630], [1.27466, -1.29436, 4.38469], [1.71634, -3.13383, 3.42653], [2.66574, -3.96687, 2.56390], [2.03776, -3.23665, 2.51764], [-0.44910, 4.81600, -3.04130], [-1.51174, 5.01941, -1.90652], [-0.58200, 4.87120, -2.08698], [-1.73977, -2.29622, 4.80558], [-1.12585, -2.29220, 3.44180], [-0.96027, -2.63811, 4.33116]],
  "atomic_forces_ev_per_a": [[-1.158, 0.263, 0.748], [1.563, -0.888, -1.103], [-0.584, -0.802, 0.021], [1.331, 0.042, -0.499], [-0.568, 0.592, -0.797], [0.480, 0.072, -0.027], [-0.072, -0.131, -0.828], [1.451, -0.461, 0.930], [0.137, -0.283, 0.460], [0.236, 0.631, -0.242], [-0.137, -0.437, -0.426], [-0.008, 0.262, 0.701], [0.423, 0.211, 0.397], [-0.086, -0.087, -0.741], [-0.066, 0.313, 0.458], [-0.610, 0.219, 0.199], [-0.649, -0.474, -0.177], [0.688, -0.173, 0.642], [0.003, -0.409, 0.307], [-0.091, 0.404, 0.174], [-0.338, -0.031, 0.250], [0.314, -0.030, 0.161], [-0.186, 1.205, 0.872], [-0.554, -0.442, -0.165], [-1.022, 0.623, -0.316], [-0.093, -0.237, -0.498], [-0.103, 0.492, -0.240], [0.215, -0.271, 0.638], [0.293, -0.013, -0.477], [0.033, -0.228, -0.644], [-0.275, 0.142, 0.946], [0.315, 0.163, -0.061], [0.515, -0.088, -0.153], [-0.614, -0.101, 0.115], [0.087, -0.630, -0.028], [-0.049, -0.211, 0.047], [0.086, 0.510, -0.430], [-0.042, 0.131, 0.467], [-0.068, 0.141, -0.023], [-0.047, -0.083, -0.470], [0.075, -0.085, 0.159], [-0.597, -0.012, -0.176], [0.015, 0.221, 0.153], [0.102, 0.154, -0.102], [1.033, 0.534, -1.109], [-0.700, -0.145, 0.867], [-0.357, 0.082, 0.038], [-0.203, -0.018, -0.100], [0.745, -0.189, -0.337], [-0.721, 0.246, -0.300], [-0.526, -0.565, -0.020], [0.644, 0.276, -0.119], [0.359, 0.081, 0.085], [0.817, 0.256, 0.697], [-0.798, -0.057, -0.418], [0.253, 0.365, 0.051], [-0.022, -0.035, -0.177], [-0.415, -0.686, 0.636], [-0.315, 0.235, 0.194], [-0.150, 0.108, -0.237], [0.520, -0.307, 0.004], [0.247, -0.016, 0.119], [-0.182, -0.398, -0.087], [-0.571, 0.047, -0.010]],
  "charge": 1
}

---

Record 2
{
  "formula": "C5H8AgBBr4F4O3",
  "method": "ωB97M-V with the def2-TZVPD basis set",
  "symbols": ["Ag", "C", "O", "O", "O", "B", "F", "F", "F", "F", "Br", "C", "C", "Br", "H", "H", "H", "H", "Br", "C", "C", "Br", "H", "H", "H", "H"],
  "xyz": [[-1.77823, 8.51963, -16.88800], [1.77175, 6.95860, -14.45340], [1.94313, 8.03797, -15.05094], [2.45427, 6.75519, -13.44456], [0.57385, 6.66035, -14.34915], [-4.30565, 10.76787, -14.25115], [-4.82084, 11.96629, -13.89302], [-4.52114, 10.39077, -15.51877], [-2.96707, 10.83008, -14.02124], [-4.91404, 9.82843, -13.42565], [-4.49250, 3.93236, -16.49168], [-5.44301, 4.72493, -14.88656], [-5.18224, 4.03317, -13.45720], [-5.65992, 2.07760, -13.42932], [-6.49977, 4.79490, -15.14439], [-5.29079, 5.80422, -14.89477], [-5.69060, 4.63608, -12.70475], [-4.11752, 4.00710, -13.22527], [1.63557, 3.33090, -20.32872], [0.60893, 5.02234, -20.79074], [1.50652, 6.11058, -20.95198], [0.28916, 7.70343, -21.09832], [-0.06528, 5.24856, -19.96469], [0.00631, 4.87127, -21.68635], [2.06649, 5.95736, -21.87451], [2.05036, 6.32403, -20.03178]],
  "atomic_forces_ev_per_a": [[0.246, -0.185, 0.465], [-0.932, 5.046, 3.637], [1.703, 1.245, -3.868], [3.162, -2.959, 1.411], [-4.100, -3.205, -1.574], [0.245, -0.651, 1.627], [-1.351, 2.515, -0.041], [-0.679, -0.354, -2.971], [2.220, -0.207, 0.308], [-0.555, -1.338, 0.979], [-0.709, 0.562, 1.472], [-0.308, -0.565, 0.558], [0.488, 0.421, -2.344], [-0.094, 1.285, 0.064], [-0.135, -1.138, -0.009], [1.281, -0.093, 0.386], [-0.305, -0.527, 0.002], [-0.167, 0.130, -0.154], [-0.659, 0.945, -0.423], [-2.019, -2.206, 0.897], [0.979, 2.125, -0.171], [0.627, -0.381, -0.318], [0.066, -0.649, 0.131], [0.194, -0.510, 0.102], [0.398, 0.731, 0.314], [0.400, -0.036, -0.481]],
  "charge": -2
}

---

Record 3
{
  "formula": "C9H27AgO11",
  "method": "ωB97M-V with the def2-TZVPD basis set",
  "symbols": ["Ag", "O", "C", "O", "O", "H", "C", "O", "H", "H", "H", "H", "C", "O", "H", "H", "H", "H", "C", "C", "O", "O", "H", "H", "H", "H", "H", "H", "C", "C", "O", "O", "H", "H", "H", "H", "H", "H", "C", "C", "O", "O", "H", "H", "H", "H", "H", "H"],
  "xyz": [[-3.25270, 15.24666, 23.93421], [-9.44377, 14.63886, 24.90060], [-8.11561, 14.76307, 24.76894], [-7.49437, 13.92286, 24.17289], [-7.58417, 15.82295, 25.07755], [-9.20684, 13.86470, 24.38471], [-12.32859, 9.73904, 19.59160], [-12.86894, 8.59038, 20.04931], [-11.60866, 9.74364, 18.77319], [-13.12312, 10.41984, 19.28605], [-11.75360, 10.18473, 20.40330], [-13.81343, 8.65390, 19.88959], [-1.58192, 18.78498, 27.07840], [-1.20873, 18.27921, 25.77737], [-0.95604, 18.36448, 27.86553], [-1.40096, 19.84461, 27.25881], [-2.62692, 18.57506, 27.30646], [-0.52782, 18.89776, 25.50287], [-11.64644, 13.32375, 30.79008], [-12.17938, 14.83512, 30.65974], [-13.57166, 14.75518, 30.62284], [-12.36100, 12.76056, 31.93421], [-10.57377, 13.33770, 30.98315], [-11.92227, 12.80890, 29.86978], [-12.00312, 15.33882, 29.70932], [-11.83353, 15.41537, 31.51520], [-13.79313, 14.15621, 31.33963], [-11.75994, 12.19857, 32.42871], [-3.01873, 11.32982, 28.33073], [-4.52111, 11.27020, 28.66415], [-5.28216, 10.59770, 27.69953], [-2.77044, 11.94271, 27.10874], [-2.63413, 10.31440, 28.42605], [-2.49124, 11.91677, 29.08264], [-5.01993, 12.23285, 28.77628], [-4.51491, 10.75751, 29.62603], [-5.21212, 11.06000, 26.86109], [-2.44393, 11.32060, 26.45455], [-8.54992, 20.23112, 28.61434], [-7.75596, 21.43046, 28.02602], [-7.16689, 21.05870, 26.85814], [-7.73217, 19.13018, 28.97339], [-9.44968, 19.93898, 28.07289], [-8.87692, 20.67466, 29.55478], [-6.94502, 21.72816, 28.69074], [-8.36470, 22.32522, 27.89588], [-6.86914, 20.19097, 27.14100], [-7.56042, 18.62101, 28.17787]],
  "atomic_forces_ev_per_a": [[-0.576, 0.093, 0.257], [-0.202, -0.679, 0.194], [1.677, 4.864, 0.722], [1.287, -4.550, -1.920], [0.784, 2.740, 1.843], [-2.857, -2.333, -0.891], [1.000, 3.047, -0.051], [-1.081, -2.491, 0.181], [-0.089, -0.982, -0.439], [0.160, 0.442, 0.032], [-0.083, 0.434, 0.165], [0.095, -0.451, 0.115], [0.242, -0.223, 0.691], [-0.256, 0.761, 0.823], [-0.045, -0.658, -0.039], [-0.250, 0.309, -0.825], [0.097, -0.098, -0.278], [0.132, -0.210, -0.446], [-0.644, 1.978, 0.401], [0.153, -1.712, -0.297], [-0.935, -0.027, 0.465], [0.452, 0.382, -0.825], [0.014, -0.217, -0.189], [0.164, -0.225, 0.138], [1.099, -0.223, 0.109], [0.195, 0.135, 0.039], [-0.477, -0.109, 0.207], [-0.022, 0.024, -0.061], [-0.790, 0.000, 1.116], [0.630, 0.575, -0.106], [0.053, -1.172, -0.005], [0.258, 0.435, -1.434], [0.111, -0.135, -0.438], [-0.143, 0.063, 0.305], [0.609, 0.467, 0.383], [-0.684, -0.274, -0.048], [0.014, 0.218, -0.007], [-0.081, -0.139, 0.168], [-0.011, 1.921, 1.458], [-0.906, -0.062, 1.351], [0.745, -0.739, -1.891], [0.173, 0.283, -0.515], [0.245, 0.009, -0.426], [-0.381, -0.423, 0.322], [-0.146, -0.070, 0.827], [-0.367, -0.190, -0.160], [0.736, -0.344, -0.968], [-0.101, -0.443, -0.050]],
  "charge": 0
}

---

Record 4
{
  "formula": "C26H56N5O4S2",
  "method": "ωB97M-V with the def2-TZVPD basis set",
  "symbols": ["C", "C", "C", "C", "C", "C", "C", "C", "C", "C", "C", "C", "S", "C", "C", "C", "C", "S", "C", "N", "N", "C", "O", "C", "C", "N", "N", "N", "H", "H", "H", "H", "H", "H", "H", "H", "H", "H", "H", "H", "H", "H", "H", "H", "H", "H", "H", "H", "H", "H", "H", "H", "H", "H", "H", "H", "H", "H", "H", "H", "H", "H", "H", "H", "H", "H", "H", "H", "H", "H", "C", "O", "C", "C", "O", "C", "C", "O", "C", "H", "H", "H", "H", "H", "H", "H", "H", "H", "H", "H", "H", "H", "H"],
  "xyz": [[3.15962, 2.03269, -0.87207], [2.28747, 1.56401, 0.47238], [2.13686, -0.09042, 0.55470], [1.44825, -0.70310, -0.80817], [1.54061, -2.36661, -0.88953], [0.57234, -2.77912, -2.18531], [0.22568, -4.41205, -2.19585], [-0.95647, -4.80570, -3.26672], [-2.46856, -4.88126, -2.62068], [-2.86762, -3.59734, -1.67068], [-4.10878, -4.10094, -0.67131], [-3.79699, -3.70501, 0.91873], [-5.41718, -3.18029, 1.78613], [-5.55685, -1.27850, 1.66231], [-5.77309, -0.80614, 0.08207], [-7.33152, -0.96997, -0.43671], [-7.45092, -0.14157, -1.84817], [-7.14245, -1.18535, -3.38852], [-5.31947, -1.08352, -3.90836], [-4.18876, -0.22915, -3.32691], [-3.00102, -0.54039, -4.02319], [-3.36354, -1.59705, -5.06925], [-4.81558, -1.92557, -5.01056], [-5.39310, -3.64319, 3.59574], [-4.16885, -3.02164, 4.47812], [-4.73334, -2.08606, 5.56455], [-3.14682, -2.21250, 3.71954], [-3.55858, -4.19889, 5.26632], [3.59529, 3.12459, -0.72874], [4.05271, 1.29704, -1.06186], [2.42173, 1.97663, -1.80852], [1.18804, 2.01834, 0.42805], [2.84774, 2.02057, 1.40118], [1.44254, -0.30380, 1.49419], [3.19940, -0.54171, 0.78144], [0.28824, -0.44006, -0.78834], [1.93416, -0.30566, -1.79594], [2.64977, -2.70020, -1.11195], [1.15654, -2.83560, 0.12511], [-0.40894, -2.13293, -2.12070], [1.15280, -2.53018, -3.18816], [0.01171, -4.78467, -1.10065], [1.21703, -4.94149, -2.58192], [-0.71036, -5.90036, -3.67420], [-0.92380, -4.11234, -4.23285], [-3.22718, -4.87488, -3.52440], [-2.57448, -5.92990, -2.07262], [-2.00247, -3.26757, -0.92815], [-3.22177, -2.69613, -2.36810], [-4.18103, -5.27153, -0.74372], [-5.12018, -3.58862, -1.04157], [-3.24263, -4.56457, 1.50365], [-3.15249, -2.70643, 0.86298], [-6.57178, -0.98063, 2.21620], [-4.62972, -0.72708, 2.11926], [-5.07052, -1.40952, -0.65530], [-5.50908, 0.33549, 0.02136], [-8.09767, -0.49545, 0.34611], [-7.62705, -2.08732, -0.64903], [-6.67016, 0.75799, -1.90736], [-8.53307, 0.31032, -1.96243], [-2.59486, -2.08493, -5.80937], [-5.43050, -4.82188, 3.76497], [-6.40380, -3.23852, 4.08388], [-4.06122, -2.07870, 6.38271], [-4.73992, -1.08483, 5.20688], [-2.76240, -1.44348, 4.34203], [-2.31870, -2.86885, 3.59356], [-3.08952, -4.87368, 4.59607], [-2.83312, -3.85086, 5.93825], [9.54023, 8.15130, -0.54324], [8.99850, 7.08974, 0.22517], [8.52508, 7.52574, 1.49970], [7.36079, 6.64935, 1.96782], [6.12205, 6.94938, 1.31062], [6.01997, 6.53286, -0.05806], [5.88452, 5.01813, -0.22437], [7.15532, 4.38576, -0.06471], [7.03972, 3.05998, 0.43229], [10.43304, 8.55645, -0.05897], [9.81706, 7.75915, -1.52555], [8.79655, 8.94164, -0.68748], [8.19866, 8.57023, 1.45865], [9.35783, 7.43760, 2.20538], [7.18608, 6.86250, 3.02752], [7.59517, 5.58567, 1.89941], [6.83650, 6.93993, -0.65624], [5.09934, 6.99478, -0.43319], [5.53135, 4.78820, -1.23445], [5.16327, 4.63520, 0.50549], [6.51505, 3.05490, 1.39127], [8.04627, 2.66584, 0.59352], [6.51699, 2.42372, -0.29125]],
  "atomic_forces_ev_per_a": [[-0.829, -0.202, 0.129], [0.202, 0.000, -0.627], [-0.067, 0.975, 0.195], [-0.070, -0.952, 0.665], [-0.529, 0.985, -0.885], [0.363, -0.758, 0.622], [0.745, 0.659, -0.846], [0.151, -0.833, -0.140], [0.340, 0.316, -0.738], [-0.472, -0.788, 0.631], [-0.210, 0.104, -0.129], [1.109, 1.190, -1.370], [0.233, 0.139, 0.166], [-0.547, 1.524, -0.589], [-0.450, -0.538, -0.058], [0.344, 0.453, -0.329], [0.640, 1.264, 0.671], [1.727, 0.101, -0.382], [4.650, 1.650, 0.466], [-2.831, -4.260, -3.547], [-4.392, -4.710, -3.780], [-0.650, 3.518, 4.012], [2.541, 3.190, 3.099], [-0.237, 0.014, 1.876], [0.708, 0.461, 2.467], [1.025, 0.202, -0.785], [1.174, -1.167, 0.574], [0.194, 0.766, -1.591], [-1.067, -2.326, -0.416], [-1.693, 1.382, 0.424], [1.852, 0.330, 1.960], [2.430, -0.820, 0.061], [-1.262, -1.179, -1.629], [1.427, 0.193, -1.994], [-2.095, 0.729, -0.622], [2.490, -0.353, -0.167], [-0.948, -0.522, 2.008], [-2.254, 0.615, 0.634], [0.761, 0.827, -2.113], [1.894, -1.310, -0.278], [-1.334, -0.389, 2.094], [0.238, 0.646, -2.184], [-2.085, 1.014, 1.026], [-0.619, 2.355, 0.862], [-0.052, -1.231, 2.253], [1.390, -0.186, 1.855], [0.196, 2.387, -0.900], [-1.548, -0.637, -1.939], [0.921, -1.880, 1.773], [-0.146, 2.395, 0.133], [2.078, -1.330, 0.980], [-1.343, 1.878, -1.027], [-1.246, -2.262, 0.566], [2.362, -0.938, -0.895], [-1.773, -1.480, -0.719], [-1.295, 1.437, 1.558], [-0.333, -2.290, 0.234], [1.743, -1.036, -1.676], [0.609, 2.158, 0.593], [-1.799, -1.911, 0.297], [2.213, -1.085, -0.083], [-2.185, 0.947, 1.518], [0.188, 2.551, -0.895], [2.172, -0.732, -1.336], [-1.071, -0.145, -1.287], [-0.050, -1.723, 0.441], [-0.817, -1.385, -0.888], [-1.265, 1.247, -0.119], [-0.690, 1.120, 1.110], [-0.854, -0.367, -0.994], [-0.019, -0.347, 0.070], [-0.243, 0.339, -0.077], [-0.026, -0.667, -0.239], [-0.042, 0.391, -0.021], [0.336, -0.263, -0.264], [-0.318, -0.109, 0.252], [0.729, 0.313, -0.145], [-0.271, -0.221, 0.399], [0.212, 0.348, -0.302], [0.018, 0.163, -0.041], [-0.027, -0.056, 0.204], [0.056, 0.105, 0.048], [-0.042, -0.012, -0.012], [-0.066, 0.117, 0.220], [-0.054, 0.116, -0.128], [0.157, 0.090, -0.221], [0.120, -0.270, 0.052], [0.032, -0.092, 0.172], [-0.256, 0.067, -0.060], [0.000, 0.026, 0.063], [-0.147, -0.082, 0.037], [-0.103, 0.126, -0.124], [-0.048, -0.082, 0.120]],
  "charge": 1
}

---

no.,HOMO energy (Eh),calculated total energy (eV),largest force on an atom (eV Å⁻¹)
1,-0.4447,-36512.501,2.11
2,0.0045,-307174.354,6.29
3,-0.2617,-36283.874,5.20
4,-0.3725,-65160.411,7.47